Entry 1:
122
Properties=species:S:1:pos:R:3:forces:R:3:lowdin_charge:R:1 method="wB97M-V/def2-TZVPD" gap_ev=5.82 total_charge=-1 relative_energy_kcal_mol=44.40 e_tot_ev=-145839.416 largest_force_ev_per_a=3.37
Rb -2.399 -0.597 1.125 -0.466 -0.121 0.239 0.854
O -5.333 -3.964 3.506 0.301 -0.038 -0.222 -0.075
C -4.374 -3.297 3.017 -2.332 1.375 0.635 -0.548
N -4.420 -2.042 2.586 1.215 -0.129 -0.059 -0.063
C -5.684 -1.359 2.719 0.199 -0.308 -0.505 -0.222
C -6.307 -1.236 1.360 -1.392 0.280 0.276 -0.296
C -7.243 -2.153 0.872 -0.221 -0.073 -1.437 0.004
C -7.802 -1.925 -0.431 0.917 -0.547 1.318 -0.072
C -7.513 -0.717 -1.063 -0.060 1.158 -0.859 -0.102
C -6.577 0.158 -0.476 0.189 -0.904 0.568 -0.152
N -6.015 -0.115 0.703 0.613 0.319 -0.677 0.081
C -3.074 -3.968 2.951 1.373 -1.290 -0.155 -0.213
C -2.945 -5.309 3.375 1.161 0.016 -1.384 0.013
C -1.729 -5.954 3.020 0.171 -0.326 1.044 -0.064
C -0.684 -5.273 2.356 -0.377 -1.107 0.727 -0.082
C -0.919 -3.947 2.147 0.929 0.993 -0.857 -0.189
N -2.039 -3.319 2.416 -0.787 0.540 -0.045 0.051
H -5.567 -0.290 3.033 0.016 -1.008 0.369 0.117
H -6.302 -2.013 3.325 -0.596 0.462 0.606 0.095
H -7.494 -3.033 1.488 0.267 0.380 -0.576 0.119
H -8.305 -2.765 -0.943 -0.259 0.869 0.418 0.103
H -8.019 -0.340 -1.991 0.613 -0.914 0.747 0.103
H -6.130 1.049 -0.940 -0.859 -0.251 -0.140 0.100
H -3.824 -5.812 3.783 0.512 0.169 0.068 0.109
H -1.506 -6.971 3.404 -0.484 0.522 -0.552 0.101
H 0.297 -5.706 2.061 -0.996 0.102 0.394 0.106
H -0.160 -3.316 1.677 0.054 -0.172 0.133 0.107
O 0.110 0.206 1.082 -0.174 1.827 -1.230 -0.338
H -0.213 0.996 0.529 0.439 -1.505 1.262 -0.012
H 0.962 0.573 1.431 0.059 -0.608 -0.117 -0.112
O 0.616 2.736 8.108 0.097 0.054 -0.710 0.053
C 1.377 3.393 7.146 1.159 0.630 0.109 -0.455
O 2.000 4.416 7.423 -1.699 -1.501 0.279 0.062
C 1.546 2.765 5.808 -0.758 1.396 0.235 -0.176
C 1.609 1.382 5.676 -0.595 -0.370 -0.095 -0.052
C 1.949 0.885 4.427 -0.433 0.093 -0.623 -0.136
C 2.244 1.756 3.343 0.882 -0.694 1.225 -0.752
S 2.952 1.041 1.954 0.164 0.156 -0.867 0.524
C 2.138 3.152 3.529 -0.408 -0.224 -2.756 -0.136
C 1.708 3.672 4.691 0.228 -1.023 2.326 -0.030
H 0.120 1.962 7.742 0.763 1.050 0.016 0.109
H 1.319 0.705 6.532 0.653 0.755 -1.019 0.125
H 1.952 -0.167 4.136 0.121 0.187 0.610 0.088
H 2.271 3.741 2.580 0.037 -0.256 1.283 0.098
H 1.576 4.735 4.838 0.031 -0.022 0.138 0.111
C 5.555 1.057 -2.255 0.375 0.245 -0.571 -0.105
C 5.473 -0.015 -3.340 3.272 -0.197 -0.802 -0.294
C 5.404 -1.416 -2.753 0.488 -1.209 0.028 -0.302
C 4.130 -1.575 -1.891 -0.260 -1.480 0.315 -0.267
Ge 3.110 -3.216 -2.352 -0.204 0.611 0.095 0.893
C 2.688 -4.137 -0.672 -1.164 0.945 -0.239 -0.312
C 3.867 -5.022 -0.359 0.064 -0.718 1.334 -0.324
C 4.440 -4.760 1.055 0.368 1.694 -0.144 -0.274
C 5.676 -5.587 1.376 -0.231 0.536 2.715 -0.131
H 6.049 2.002 -2.556 -0.024 -0.637 0.051 0.076
H 6.028 0.628 -1.386 0.255 0.236 0.495 0.070
H 4.541 1.327 -2.014 -0.383 0.142 0.534 0.053
H 6.328 0.011 -4.131 -1.003 0.150 1.507 0.128
H 4.641 0.241 -3.901 -1.950 -0.073 -1.291 0.067
H 6.363 -1.664 -2.190 -1.183 0.606 -0.244 0.122
H 5.430 -2.243 -3.531 -0.177 1.202 0.387 0.080
H 3.377 -0.819 -2.085 0.132 0.455 0.100 0.064
H 4.259 -1.680 -0.791 0.213 0.476 -0.711 0.075
H 3.965 -4.126 -3.221 0.223 -0.402 -0.319 0.003
H 1.745 -4.689 -0.764 0.217 -0.002 0.056 0.061
H 2.508 -3.359 0.108 0.233 -0.472 -0.537 0.082
H 4.696 -4.888 -1.056 0.106 -0.059 -0.145 0.075
H 3.527 -6.074 -0.463 0.475 0.370 0.141 0.116
H 3.685 -4.765 1.868 0.159 -0.482 -0.649 0.108
H 4.804 -3.672 1.093 -0.680 -1.219 -0.230 0.126
H 5.698 -6.559 0.951 -0.197 -1.012 -0.445 0.047
H 5.745 -5.702 2.522 0.065 0.039 -1.679 0.097
H 6.568 -5.067 1.077 0.466 0.156 -0.249 0.056
C 1.637 -2.742 -5.788 0.472 -0.375 0.700 -0.045
C 0.931 -3.162 -4.509 0.166 -0.456 0.961 -0.625
C -0.433 -2.477 -4.294 0.859 1.489 -0.982 -0.041
C 0.789 -4.713 -4.521 0.799 0.071 0.906 -0.051
O 1.705 -2.667 -3.335 -0.789 -0.495 -1.087 -0.322
H 1.269 -3.316 -6.629 -0.390 0.194 -0.333 0.079
H 2.700 -3.007 -5.709 -0.132 0.185 0.095 0.083
H 1.536 -1.679 -5.906 0.048 0.491 -0.411 0.075
H -1.150 -2.602 -5.124 0.600 0.271 -0.141 0.084
H -0.212 -1.366 -4.075 -0.629 -1.733 -0.377 0.115
H -0.944 -2.932 -3.487 -0.265 -0.278 1.284 0.056
H 0.040 -5.155 -5.181 -0.044 0.546 -0.232 0.079
H 0.521 -5.026 -3.514 -0.078 -0.094 0.174 0.072
H 1.755 -5.208 -4.749 -0.370 0.380 0.031 0.081
O -1.537 2.339 0.506 -0.749 -0.323 -0.145 -0.366
P -1.481 3.568 -0.329 0.975 1.051 0.691 0.769
C -1.650 5.080 0.663 -1.209 -1.220 0.854 -0.284
C -2.347 4.869 1.853 -0.552 0.364 1.000 -0.064
C -2.256 5.805 2.887 -0.317 -1.164 0.447 -0.079
C -1.524 6.959 2.738 0.165 0.390 -0.233 -0.091
C -0.970 7.255 1.499 -0.466 -0.732 -0.842 -0.067
C -1.026 6.289 0.475 0.338 1.292 -0.276 -0.079
C 0.178 3.821 -0.928 0.442 -0.224 -2.138 -0.266
C 1.305 3.537 -0.155 -0.380 -0.001 -0.241 -0.064
C 2.585 3.846 -0.628 -0.198 -0.061 -0.346 -0.060
C 2.732 4.170 -1.978 0.980 0.451 0.017 -0.080
C 1.613 4.423 -2.760 0.181 -0.632 -0.255 -0.107
C 0.345 4.250 -2.272 -0.485 0.351 1.598 -0.084
C -2.667 3.642 -1.670 -1.310 1.661 0.555 -0.262
C -3.502 4.804 -1.912 0.904 -2.327 -0.798 -0.029
C -4.448 4.715 -2.948 0.420 1.836 0.719 -0.096
C -4.485 3.616 -3.769 0.682 -1.022 0.776 -0.081
C -3.750 2.458 -3.419 -1.063 -0.060 -0.391 -0.060
C -2.906 2.440 -2.321 -0.477 1.080 -0.707 -0.077
H -3.016 4.015 2.053 0.830 0.149 -0.447 0.122
H -2.711 5.532 3.853 0.157 0.394 -0.534 0.115
H -1.413 7.639 3.567 -0.031 0.164 0.065 0.102
H -0.580 8.233 1.272 0.354 0.051 0.138 0.098
H -0.645 6.523 -0.522 0.291 -0.050 0.412 0.113
H 1.168 2.959 0.748 0.228 0.445 0.490 0.063
H 3.438 3.836 0.047 -0.140 -0.607 -0.216 0.102
H 3.747 4.232 -2.450 -1.024 0.146 0.670 0.116
H 1.695 4.651 -3.796 0.368 0.290 -0.663 0.091
H -0.527 4.510 -2.865 0.136 -0.185 -0.084 0.100
H -3.361 5.720 -1.369 -0.002 0.082 0.313 0.095
H -5.103 5.604 -3.122 0.609 -0.921 -0.016 0.118
H -5.111 3.665 -4.631 -0.403 -0.382 -0.435 0.094
H -3.970 1.528 -3.940 0.263 0.222 -0.111 0.107
H -2.431 1.557 -1.956 0.315 -0.544 -0.102 0.104

***

Entry 2:
14
Properties=species:S:1:pos:R:3:forces:R:3:lowdin_charge:R:1 method="wB97M-V/def2-TZVPD" gap_ev=9.30 relative_energy_kcal_mol=85.15 e_tot_ev=-9843.587 largest_force_ev_per_a=0.31 smiles="C=C1NOCCO1"
C -2.167 -0.268 0.238 0.033 0.006 -0.006 0.074
C -0.889 -0.006 0.507 -0.180 0.021 -0.160 -0.450
N -0.337 1.289 0.593 -0.269 -0.057 0.003 0.069
O -0.027 -1.007 0.820 -0.139 0.005 0.028 -0.029
C 1.272 -0.864 0.249 0.295 0.028 -0.071 -0.144
C 1.263 0.247 -0.781 0.041 -0.164 -0.056 -0.186
O 0.876 1.457 -0.158 0.169 0.063 -0.006 -0.116
H -2.865 0.516 -0.032 0.107 -0.074 0.111 0.058
H 0.590 -0.009 -1.615 0.067 0.071 0.138 0.133
H -2.511 -1.291 0.311 -0.043 0.132 0.027 0.064
H -0.983 1.968 0.201 0.054 -0.086 0.009 0.132
H 1.985 -0.636 1.047 -0.050 -0.007 -0.093 0.131
H 1.528 -1.827 -0.205 0.038 0.128 0.037 0.129
H 2.265 0.432 -1.174 -0.123 -0.066 0.037 0.134

***

Entry 3:
11
Properties=species:S:1:pos:R:3:forces:R:3:lowdin_charge:R:1 method="wB97M-V/def2-TZVPD" gap_ev=8.82 relative_energy_kcal_mol=139.69 e_tot_ev=-7760.469 largest_force_ev_per_a=2.03
N 0.447 0.939 -2.182 -0.305 -0.350 0.559 0.177
C -0.289 0.743 -1.215 1.058 -1.466 0.367 -0.081
C -0.981 0.345 -0.047 -0.782 0.025 0.365 -0.316
C 0.136 -0.760 -0.140 -0.851 0.157 0.491 -0.111
C 0.574 -0.139 1.187 0.220 0.082 0.173 -0.170
O -0.470 0.886 1.135 -0.085 0.292 0.296 -0.061
H -2.042 0.133 -0.137 -0.140 0.167 0.208 0.153
H -0.302 -1.764 -0.075 0.202 0.315 -0.471 0.089
H 0.917 0.051 -1.839 0.888 0.715 -1.680 0.098
H 0.442 -0.761 2.086 0.004 0.112 -0.279 0.114
H 1.569 0.327 1.226 -0.209 -0.047 -0.028 0.108